Arrangement a

{"formula": "C4H7NO3", "method": "ωB97M-V/def2-TZVPD", "elements": ["C", "C", "C", "C", "N", "O", "O", "O", "H", "H", "H", "H", "H", "H", "H"], "xyz": [[-0.66417, -0.99009, -0.79742], [0.84344, 0.69535, -0.58639], [0.16984, -0.38867, 0.33526], [-0.30260, 0.28632, 1.62141], [0.45797, -1.81548, 0.53323], [-0.10217, -2.23352, -0.67512], [1.79474, 0.40599, -1.45720], [-0.03929, 1.60301, 1.55777], [-1.73516, -1.08352, -0.54803], [-0.69403, -0.41177, -1.76805], [0.01193, 1.34131, -0.90139], [0.41110, -0.20692, 2.31871], [-1.42695, 0.12048, 1.92770], [1.77422, 0.72011, -2.36497], [-0.49887, 1.95741, 0.80449]], "lumo_energy_ev": [0.29, 0.02], "charge": 0, "e_homo_ev": [-8.652, -7.326], "gap_ev": [8.9456, 7.3464]}



Arrangement b

{"formula": "C4H7NO3", "method": "ωB97M-V/def2-TZVPD", "elements": ["N", "O", "C", "C", "O", "H", "H", "H", "C", "C", "O", "H", "H", "H", "H"], "xyz": [[-0.54954, 2.14828, -0.56738], [-2.03696, 1.75419, -0.39178], [-2.12997, 0.77350, 0.50356], [-2.01602, -0.45728, 0.18693], [-1.66637, -1.53353, 0.24132], [-0.03373, 1.30975, -0.84243], [-0.61661, 2.76575, -1.34994], [-2.32631, 0.92827, 1.47163], [1.91286, -0.42059, -0.41648], [1.67748, -1.16253, 0.66060], [1.23012, -2.45173, 0.72700], [2.13099, 0.59561, -0.39780], [1.72945, -0.87490, -1.41800], [1.92029, -0.75760, 1.74459], [0.77432, -2.61719, -0.15180]], "lumo_energy_ev": 0.39, "charge": 0, "e_homo_ev": -8.976, "gap_ev": 9.3685}



Which structure is the most stable? The one labeled arrangement b.



Arrangement a

{"formula": "C4H7NO3", "method": "ωB97M-V/def2-TZVPD", "elements": ["N", "C", "O", "O", "H", "H", "H", "C", "C", "C", "O", "H", "H", "H", "H"], "xyz": [[1.30244, 1.41554, 0.16864], [1.84004, 0.20526, 0.39017], [2.82136, -0.24221, -0.14777], [1.14593, -0.48368, 1.33317], [0.39039, 1.63693, 0.54605], [1.69313, 1.98525, -0.56043], [1.60695, -1.31665, 1.50510], [-0.96008, -0.39472, -1.56572], [-1.38040, -0.91536, -0.41662], [-1.70270, -0.07580, 0.74085], [-1.47690, 1.10600, 0.82938], [-0.72247, -1.00186, -2.42312], [-0.84211, 0.67385, -1.67479], [-1.51481, -1.97832, -0.29225], [-2.20077, -0.61424, 1.56736]], "lumo_energy_ev": -0.16, "charge": 0, "e_homo_ev": -10.148, "gap_ev": 9.9850}



Arrangement b

{"formula": "C4H7NO3", "method": "ωB97M-V/def2-TZVPD", "elements": ["C", "C", "C", "O", "O", "H", "H", "H", "H", "H", "H", "N", "C", "O", "H"], "xyz": [[2.10083, -0.30341, -1.31274], [1.26157, -0.01064, -0.07628], [0.05238, -0.91300, 0.04557], [-0.27391, -1.75119, -0.75995], [-0.71177, -0.59627, 1.09742], [1.51265, -0.15694, -2.21764], [2.96744, 0.35600, -1.35042], [2.44608, -1.33605, -1.30722], [0.90609, 1.02376, -0.07463], [1.84495, -0.13418, 0.84005], [-1.86847, -0.70505, 1.01975], [-2.89531, 0.42336, 1.04994], [-2.08456, 1.35810, 1.04811], [-1.36280, 2.24517, 0.89489], [-3.89518, 0.50033, 1.10315]], "lumo_energy_ev": 0.39, "charge": 0, "e_homo_ev": -9.866, "gap_ev": 10.2575}



Which structure is the most stable? The one labeled arrangement a.



Arrangement a

{"formula": "C4H7NO3", "method": "ωB97M-V/def2-TZVPD", "elements": ["C", "C", "C", "O", "C", "O", "N", "O", "H", "H", "H", "H", "H", "H", "H"], "xyz": [[-1.04280, 0.75054, -0.90621], [0.05770, 0.78505, 0.19860], [-0.16947, -0.18316, 1.38819], [-1.35524, -0.80993, 1.35896], [0.93476, -1.10763, 0.68411], [1.23408, -2.25619, 0.66353], [1.16740, -0.08918, -0.26460], [1.40068, -0.26908, -1.66427], [-0.74143, 1.46137, -1.81247], [-1.33717, -0.31533, -1.30560], [-1.96268, 1.18836, -0.60959], [0.48094, 1.74089, 0.44897], [0.21185, 0.51944, 2.20660], [-1.13286, -1.70005, 1.40846], [2.25426, 0.28489, -1.79468]], "lumo_energy_ev": 0.58, "charge": 0, "e_homo_ev": -9.657, "gap_ev": 10.2389}



Arrangement b

{"formula": "C4H7NO3", "method": "ωB97M-V/def2-TZVPD", "elements": ["C", "C", "C", "O", "N", "C", "O", "O", "H", "H", "H", "H", "H", "H", "H"], "xyz": [[0.43765, 1.70684, -1.32099], [1.33485, 0.54486, -0.82223], [0.26519, -0.66213, -0.91666], [0.01404, -1.09755, -2.02300], [-0.36643, -1.14168, 0.24169], [-0.42869, -0.12776, 1.27890], [0.43603, 0.66493, 1.52317], [-1.60122, -0.26148, 1.94803], [-0.31517, 2.07170, -0.53892], [1.08078, 2.61769, -1.62201], [0.04779, 1.46830, -2.28730], [2.20329, 0.26413, -1.39789], [1.77060, 0.73658, 0.11564], [-1.03468, -1.83468, 0.29624], [-1.63240, -0.54997, 2.84277]], "lumo_energy_ev": 0.34, "charge": 0, "e_homo_ev": -10.006, "gap_ev": 10.3419}



Which structure is the most stable? The one labeled arrangement b.



Arrangement a

{"formula": "C4H6N2O", "method": "ωB97M-V/def2-TZVPD", "elements": ["O", "C", "N", "C", "C", "C", "N", "H", "H", "H", "H", "H", "H"], "xyz": [[0.18688, -1.75824, 1.94250], [0.13394, -1.09756, 0.93789], [-0.77040, -1.24604, -0.13512], [-0.96786, 0.10321, -0.65430], [0.51126, 0.38685, -0.74607], [1.07757, 1.30277, 0.28891], [1.07698, -0.13917, 0.48482], [-1.51383, -1.91890, -0.07466], [-1.50115, 0.73926, 0.06909], [-1.46912, 0.16530, -1.62326], [0.83131, -0.28402, -1.55388], [2.06253, 1.76527, 0.22938], [0.35853, 1.90677, 0.84764]], "lumo_energy_ev": 0.88, "charge": 0, "e_homo_ev": -9.510, "gap_ev": 10.3925}



Arrangement b

{"formula": "C4H6N2O", "method": "ωB97M-V/def2-TZVPD", "elements": ["C", "C", "C", "C", "N", "N", "O", "H", "H", "H", "H", "H", "H"], "xyz": [[0.76925, -1.18663, -0.29965], [0.32721, 0.98911, -0.04531], [-0.61046, -1.61068, 0.03234], [-0.91518, -0.58957, 1.15769], [1.48394, 2.45976, -1.50991], [0.72373, 1.88697, -0.71468], [-0.81278, 0.77355, 0.67331], [0.88562, -0.85757, -1.36309], [-1.24809, -1.47835, -0.93336], [-0.52736, -2.59092, 0.45009], [-1.94237, -0.45122, 1.54265], [-0.13248, -0.51857, 1.99034], [1.99896, 3.17412, -0.98043]], "lumo_energy_ev": [-0.76, -1.01], "charge": 0, "e_homo_ev": [-8.352, -7.731], "gap_ev": [7.5925, 6.7205]}



Which structure is the most stable? The one labeled arrangement a.



Arrangement a

{"formula": "C4H6N2O", "method": "ωB97M-V/def2-TZVPD", "elements": ["C", "N", "C", "O", "N", "C", "C", "H", "H", "H", "H", "H", "H"], "xyz": [[0.26696, 1.24336, 0.68502], [-0.79870, 1.14507, -0.29058], [-1.05203, -0.06721, -0.89175], [-2.15168, -0.34131, -1.32262], [0.02739, -1.01159, -1.12297], [1.27613, -1.10313, -0.25918], [0.35147, -1.93979, -0.00218], [0.12432, 2.12642, 1.30379], [1.23054, 1.34387, 0.17980], [0.28511, 0.34724, 1.31158], [-1.66502, 1.60784, -0.04260], [2.23336, -0.63027, -0.10943], [-0.12788, -2.72049, 0.56112]], "lumo_energy_ev": 0.75, "charge": 0, "e_homo_ev": -8.574, "gap_ev": 9.3276}



Arrangement b

{"formula": "C4H6N2O", "method": "ωB97M-V/def2-TZVPD", "elements": ["N", "C", "C", "C", "C", "O", "N", "H", "H", "H", "H", "H", "H"], "xyz": [[-2.33188, -0.14143, 0.15511], [-0.94733, 0.11259, 0.07151], [-0.28729, 1.27356, -0.21816], [1.11823, 0.99450, -0.26071], [1.25177, -0.33944, 0.02076], [2.32431, -1.16479, 0.14176], [0.01893, -0.88544, 0.20547], [-2.69229, -0.59047, -0.68099], [-2.58342, -0.70227, 0.96166], [-0.76636, 2.22866, -0.39145], [1.91761, 1.69384, -0.47078], [3.11435, -0.65625, -0.07581], [-0.13664, -1.82304, 0.54164]], "lumo_energy_ev": 0.81, "charge": 0, "e_homo_ev": -7.532, "gap_ev": 8.3450}



Arrangement c

{"formula": "C4H6N2O", "method": "ωB97M-V/def2-TZVPD", "elements": ["N", "C", "C", "N", "C", "C", "O", "H", "H", "H", "H", "H", "H"], "xyz": [[-2.43331, -0.75515, 0.31364], [-1.16918, -0.86900, 0.00393], [0.06206, -0.78770, -0.80127], [1.23539, -0.81215, -0.05137], [0.90692, 0.48628, 0.70975], [0.04521, 0.83451, -0.55646], [-1.01863, 1.58761, -0.27706], [0.04553, -1.63354, -1.46201], [1.60890, -1.65439, 0.45410], [1.60455, 1.14339, 1.17590], [0.02518, 0.15238, 1.40482], [0.57929, 1.33003, -1.33516], [-1.49190, 0.97772, 0.42119]], "lumo_energy_ev": 0.50, "charge": 0, "e_homo_ev": -9.728, "gap_ev": 10.2310}



Arrangement d

{"formula": "C4H6N2O", "method": "ωB97M-V/def2-TZVPD", "elements": ["C", "C", "C", "C", "N", "N", "O", "H", "H", "H", "H", "H", "H"], "xyz": [[-1.41467, 0.85208, -1.58020], [-0.47648, -0.29185, -1.31957], [0.16674, -0.33950, 0.05772], [1.39232, 0.03778, 2.37927], [0.19374, 0.59375, 0.87542], [1.96854, -1.01226, 2.32006], [-0.22901, -1.16400, -2.11792], [1.94082, -1.59490, 1.45677], [0.70967, -1.31841, 0.20324], [0.67283, 0.82481, 2.60219], [-1.81414, 0.78328, -2.58927], [-2.22561, 0.83412, -0.85004], [-0.88475, 1.79511, -1.43768]], "lumo_energy_ev": 0.02, "charge": 0, "e_homo_ev": -8.615, "gap_ev": 8.6391}



Which structure is the most stable? The one labeled arrangement b.



Arrangement a

{"formula": "C4H6N2O", "method": "ωB97M-V/def2-TZVPD", "elements": ["C", "O", "C", "C", "N", "C", "N", "H", "H", "H", "H", "H", "H"], "xyz": [[-2.18965, -0.04455, -0.15893], [-1.11816, -0.69525, 0.50133], [0.08872, -0.17691, 0.19894], [0.53995, 0.90550, -0.51551], [1.92289, 0.94126, -0.50841], [2.28679, -0.09265, 0.18766], [1.22735, -0.82067, 0.63856], [-2.22569, 1.01484, 0.12036], [-3.10209, -0.54686, 0.16428], [-2.07509, -0.13099, -1.24600], [-0.02981, 1.66242, -1.03857], [3.28816, -0.46961, 0.35164], [1.38666, -1.54655, 1.30465]], "lumo_energy_ev": 0.88, "charge": 0, "e_homo_ev": -8.248, "gap_ev": 9.1260}



Arrangement b

{"formula": "C4H6N2O", "method": "ωB97M-V/def2-TZVPD", "elements": ["N", "C", "C", "O", "N", "C", "C", "H", "H", "H", "H", "H", "H"], "xyz": [[-1.96325, 0.36380, -0.06029], [-0.48950, 0.15531, 0.29379], [0.00473, -1.11919, -0.16134], [-0.64959, -2.09113, -0.55110], [1.38383, -0.96739, -0.13973], [1.72111, 0.37496, 0.07831], [0.60258, 1.10936, 0.28631], [-2.24815, -0.42387, -0.64455], [-2.18749, 1.28553, -0.41105], [-1.60082, 0.13954, 1.04045], [2.00674, -1.67463, -0.49667], [2.75992, 0.66989, 0.15133], [0.57027, 2.15660, 0.56316]], "lumo_energy_ev": 0.63, "charge": 0, "e_homo_ev": -7.293, "gap_ev": 7.9187}



Which structure is the most stable? The one labeled arrangement a.